[1]
Here is one molecule with the formula C2H8NPS from the OMol25 dataset. Energies are from ωB97M-V/def2-TZVPD.

Each line ends with the Mulliken charge.
Element x y z (Å)
1 C 1.23 -0.52 -0.68  -0.67
2 N 0.01 0.16 -0.88  -0.39
3 C -1.07 -0.65 -0.48  -1.03
4 P -0.07 1.92 0.34  0.12
5 S -0.21 1.07 2.15  -0.21
6 H 1.97 -0.23 -1.42  0.25
7 H 1.67 -0.34 0.33  0.18
8 H 1.11 -1.58 -0.73  0.35
9 H -1.08 -1.04 0.53  0.40
10 H -2.00 -0.13 -0.69  0.34
11 H -1.07 -1.58 -1.02  0.43
12 H -1.59 1.96 0.14  0.08
13 H 1.09 0.96 2.42  0.15

Values from the calculation:
* HOMO level: -8.38 eV
* energy relative to the best compared isomer or geometry (same formula, charge and spin): 27.91 kcal/mol
* lowest unoccupied orbital energy: 0.6363 eV

---

[2]
Here is a 2-piece molecular cluster, C50H56F6N6O3 overall from the OMol25 dataset. Energies are from ωB97M-V/def2-TZVPD.

Each line ends with the Mulliken charge.
Element x y z (Å)
1 C 3.43 2.00 2.50  -0.99
2 C 2.67 0.88 3.21  2.03
3 C 2.39 1.35 4.64  -2.14
4 C 3.46 -0.43 3.15  0.58
5 C 4.26 -0.79 4.24  -0.63
6 C 5.28 -1.72 4.08  -1.33
7 C 5.50 -2.30 2.83  -0.33
8 C 4.65 -2.04 1.75  0.03
9 C 4.98 -2.77 0.43  2.60
10 C 4.54 -4.23 0.50  -1.50
11 C 6.45 -2.64 0.01  -1.64
12 C 3.55 -1.18 1.96  -0.42
13 N 2.72 -0.88 0.83  1.11
14 N 3.39 -0.51 -0.29  -1.71
15 N 2.45 -0.20 -1.20  1.95
16 C 2.86 0.08 -2.55  -0.56
17 C 2.47 -0.78 -3.60  0.09
18 C 2.07 -2.22 -3.33  1.50
19 C 3.30 -3.13 -3.27  -1.57
20 C 1.04 -2.74 -4.34  -1.90
21 C 2.63 -0.32 -4.91  -0.76
22 C 3.35 0.85 -5.16  -1.52
23 C 3.94 1.55 -4.11  -0.29
24 C 3.73 1.16 -2.78  0.79
25 C 4.40 1.95 -1.65  2.09
26 C 3.71 3.30 -1.45  -1.46
27 C 5.90 2.11 -1.85  -1.56
28 C 1.19 -0.35 -0.68  -1.29
29 C 0.03 -0.14 -1.50  1.28
30 C -0.07 0.98 -2.36  -0.46
31 C -1.26 1.23 -3.02  0.10
32 C -1.42 2.51 -3.78  0.31
33 F -1.94 2.31 -5.03  -0.28
34 F -2.27 3.39 -3.14  -0.22
35 F -0.23 3.18 -3.94  -0.27
36 C -2.32 0.32 -2.98  -0.83
37 C -2.20 -0.83 -2.20  -0.30
38 C -3.29 -1.88 -2.24  0.63
39 F -3.13 -2.82 -1.27  -0.28
40 F -4.54 -1.34 -2.07  -0.23
41 F -3.31 -2.52 -3.45  -0.28
42 C -1.07 -1.04 -1.42  -1.00
43 C 1.31 -0.71 0.65  1.41
44 C 0.25 -0.84 1.56  -0.91
45 H 3.70 1.76 1.47  -0.11
46 H 2.84 2.93 2.49  0.41
47 H 4.36 2.21 3.05  0.32
48 H 1.72 0.68 2.71  -0.28
49 H 1.91 0.56 5.24  0.42
50 H 3.32 1.66 5.12  0.43
51 H 1.72 2.21 4.61  0.47
52 H 4.11 -0.31 5.21  0.38
53 H 5.94 -1.98 4.91  0.36
54 H 6.34 -2.99 2.68  0.30
55 H 4.40 -2.27 -0.35  -1.36
56 H 3.49 -4.30 0.82  0.37
57 H 4.63 -4.71 -0.48  0.39
58 H 5.16 -4.78 1.22  0.35
59 H 6.75 -1.58 -0.01  0.40
60 H 7.12 -3.18 0.69  0.37
61 H 6.59 -3.04 -1.00  0.42
62 H 1.58 -2.25 -2.35  -0.08
63 H 4.09 -2.73 -2.62  0.27
64 H 3.02 -4.12 -2.88  0.43
65 H 3.73 -3.26 -4.27  0.37
66 H 0.17 -2.07 -4.40  0.34
67 H 1.50 -2.82 -5.34  0.44
68 H 0.69 -3.74 -4.04  0.41
69 H 2.24 -0.91 -5.75  0.34
70 H 3.50 1.19 -6.19  0.40
71 H 4.57 2.43 -4.31  0.33
72 H 4.26 1.35 -0.75  -1.00
73 H 2.62 3.17 -1.34  0.24
74 H 4.09 3.78 -0.54  0.43
75 H 3.90 3.96 -2.31  0.40
76 H 6.39 1.13 -1.87  0.35
77 H 6.14 2.65 -2.77  0.31
78 H 6.32 2.67 -1.00  0.45
79 H 0.78 1.65 -2.45  0.68
80 H -3.21 0.50 -3.57  0.63
81 H -0.99 -1.89 -0.74  1.13
82 H -0.75 -0.76 1.14  -0.84
83 H 0.46 -1.09 2.60  0.52
84 C -4.16 5.49 -0.98  -0.83
85 N -5.09 4.50 -0.47  0.18
86 C -6.41 4.97 -0.07  -0.96
87 C -4.67 3.23 -0.13  0.60
88 C -3.36 2.96 0.34  -0.41
89 C -3.03 1.71 0.84  -0.41
90 C -4.00 0.69 0.93  0.86
91 C -3.77 -0.58 1.61  -0.55
92 C -4.74 -1.15 2.42  -0.61
93 C -5.02 -2.58 2.36  0.61
94 O -4.38 -3.35 1.65  -0.68
95 N -6.15 -3.03 3.09  0.11
96 C -6.64 -4.36 2.83  -1.14
97 C -6.65 -2.36 4.22  0.56
98 O -7.39 -2.91 5.05  -0.64
99 N -6.26 -1.02 4.34  0.09
100 C -6.84 -0.25 5.42  -1.07
101 C -5.61 -0.33 3.29  0.41
102 O -5.74 0.89 3.18  -0.68
103 C -5.24 0.91 0.28  -0.54
104 C -5.60 2.15 -0.18  -0.87
105 H -3.51 5.03 -1.74  0.15
106 H -4.75 6.28 -1.46  0.33
107 H -3.53 5.93 -0.20  0.31
108 H -7.12 4.14 0.00  0.32
109 H -6.40 5.48 0.92  0.28
110 H -6.77 5.69 -0.81  0.33
111 H -2.63 3.77 0.38  0.38
112 H -2.03 1.51 1.24  0.42
113 H -2.84 -1.10 1.43  0.41
114 H -7.03 -4.80 3.74  0.37
115 H -7.45 -4.30 2.09  0.31
116 H -5.83 -4.95 2.40  0.37
117 H -6.64 0.80 5.20  0.36
118 H -7.92 -0.43 5.50  0.34
119 H -6.37 -0.54 6.36  0.30
120 H -5.91 0.06 0.16  0.55
121 H -6.59 2.33 -0.58  0.40

Values from the calculation:
* HOMO level: -6.54 eV
* energy relative to the best compared isomer or geometry (same formula, charge and spin): 13.24 kcal/mol
* lowest unoccupied orbital energy: -0.7028 eV

---

[3]
Here is C53H49N13O5Ru as an isolated structure from the OMol25 dataset. Energies are from ωB97M-V/def2-TZVPD.

Each line ends with the Mulliken charge.
Element x y z (Å)
1 Ru -0.72 1.56 -0.63  1.50
2 O 1.16 1.57 1.20  -0.16
3 N 0.86 2.25 2.23  -1.27
4 N -0.11 3.07 2.04  1.10
5 O -0.68 3.26 0.89  -0.40
6 C -0.56 3.83 3.17  0.09
7 C 0.17 3.89 4.35  -0.48
8 C -0.31 4.64 5.40  -0.48
9 C -1.51 5.33 5.29  -0.47
10 C -2.23 5.27 4.10  -0.72
11 C -1.76 4.52 3.03  -0.09
12 H 1.10 3.34 4.43  0.43
13 H 0.25 4.68 6.32  0.36
14 H -1.88 5.92 6.12  0.37
15 H -3.17 5.80 4.00  0.36
16 H -2.30 4.44 2.10  0.46
17 C 5.28 1.05 -1.19  -1.47
18 N 3.91 1.04 -1.64  1.03
19 C 2.81 1.30 -0.93  -1.19
20 N 1.74 1.03 -1.65  0.91
21 C 2.26 0.59 -2.82  -1.19
22 N 3.57 0.56 -2.86  -0.98
23 C 5.64 -0.15 -0.34  1.08
24 C 6.82 -0.15 0.39  -0.91
25 C 7.17 -1.25 1.17  -0.62
26 C 6.33 -2.35 1.24  -1.08
27 C 5.15 -2.35 0.51  -0.09
28 C 4.80 -1.25 -0.27  0.05
29 C 4.27 -3.52 0.56  0.74
30 N 4.43 -4.62 1.21  -0.59
31 N 3.34 -5.43 0.88  -0.55
32 C 2.61 -4.73 0.07  0.38
33 O 3.14 -3.51 -0.18  -0.11
34 C 1.39 -5.12 -0.64  0.17
35 C 0.88 -6.41 -0.45  -0.93
36 C -0.25 -6.80 -1.15  -0.75
37 C -0.86 -5.91 -2.04  -0.97
38 C -0.35 -4.63 -2.22  1.34
39 C -0.99 -3.70 -3.22  -1.54
40 N -1.40 -2.43 -2.67  0.99
41 C -0.70 -1.30 -2.54  -0.58
42 N -1.41 -0.38 -1.92  1.02
43 C -2.57 -1.03 -1.66  -1.14
44 N -2.62 -2.27 -2.09  -1.07
45 C 0.78 -4.24 -1.51  0.32
46 H 5.45 1.97 -0.62  0.44
47 H 5.90 1.09 -2.08  0.34
48 H 2.80 1.66 0.09  0.65
49 H 1.66 0.33 -3.68  0.72
50 H 7.47 0.71 0.36  0.46
51 H 8.09 -1.23 1.74  0.39
52 H 6.58 -3.21 1.84  0.52
53 H 3.87 -1.26 -0.82  0.66
54 H 1.37 -7.08 0.24  0.53
55 H -0.65 -7.79 -1.01  0.43
56 H -1.74 -6.21 -2.58  0.38
57 H -1.87 -4.16 -3.65  0.38
58 H -0.29 -3.48 -4.03  0.32
59 H 0.32 -1.20 -2.88  0.28
60 H -3.39 -0.57 -1.13  0.69
61 H 1.16 -3.23 -1.61  0.34
62 O -2.73 1.36 2.26  -0.70
63 C -2.10 0.33 2.07  -1.20
64 N -2.08 -0.73 2.96  -0.22
65 C -1.49 -1.90 2.36  2.85
66 C -0.86 -1.23 1.10  -2.46
67 O -0.09 -1.85 0.36  0.07
68 N -1.31 0.02 0.97  1.81
69 C -2.54 -2.89 1.86  -0.07
70 C -3.87 -2.52 1.75  -0.46
71 C -4.82 -3.42 1.28  -0.84
72 C -4.45 -4.70 0.92  -0.62
73 C -3.11 -5.08 1.02  -0.77
74 C -2.16 -4.18 1.48  0.19
75 C -0.48 -2.55 3.29  -0.92
76 C -0.97 -3.29 4.37  0.07
77 C -0.11 -3.86 5.29  -1.03
78 C 1.27 -3.69 5.15  -0.49
79 C 1.76 -2.95 4.08  -0.99
80 C 0.89 -2.38 3.16  0.01
81 H -2.70 -0.74 3.75  0.39
82 H -4.17 -1.52 2.02  0.43
83 H -5.86 -3.11 1.19  0.42
84 H -5.19 -5.41 0.56  0.39
85 H -2.81 -6.08 0.75  0.45
86 H -1.12 -4.47 1.54  0.47
87 H -2.04 -3.44 4.47  0.44
88 H -0.50 -4.43 6.12  0.39
89 H 1.95 -4.13 5.86  0.39
90 H 2.82 -2.81 3.97  0.46
91 H 1.27 -1.80 2.33  0.68
92 C 1.28 5.10 -1.29  -1.30
93 C 0.95 5.10 -2.79  0.36
94 C 1.70 3.99 -3.52  -1.15
95 C -0.54 5.06 -3.09  0.86
96 C -1.06 6.11 -3.82  -0.88
97 C -2.41 6.17 -4.16  -1.17
98 C -3.23 5.13 -3.75  -1.01
99 C -2.76 4.05 -3.02  0.64
100 C -3.76 2.95 -2.71  0.56
101 C -3.90 2.60 -1.23  -0.70
102 C -3.48 1.73 -3.59  -1.33
103 C -1.38 3.97 -2.67  -0.10
104 N -0.85 2.95 -1.96  -0.05
105 H 2.36 5.20 -1.15  0.46
106 H 0.94 4.19 -0.81  -0.14
107 H 0.80 5.94 -0.78  0.38
108 H 1.31 6.05 -3.19  0.56
109 H 1.33 3.02 -3.19  -0.18
110 H 2.77 4.04 -3.33  0.38
111 H 1.54 4.06 -4.60  0.44
112 H -0.40 6.91 -4.13  0.33
113 H -2.80 7.00 -4.73  0.36
114 H -4.29 5.16 -4.00  0.34
115 H -4.74 3.34 -3.02  0.49
116 H -2.94 2.28 -0.81  -0.38
117 H -4.65 1.82 -1.08  0.44
118 H -4.20 3.48 -0.66  0.41
119 H -2.45 1.39 -3.46  0.04
120 H -3.61 1.99 -4.64  0.39
121 H -4.15 0.90 -3.36  0.41

Values from the calculation:
* net charge: -1
* HOMO level (alpha / beta): -3.74 / -4.24 eV
* spin multiplicity: 6
* energy relative to the best compared isomer or geometry (same formula, charge and spin): 1.56 kcal/mol
* lowest unoccupied orbital energy (alpha / beta): 1.8331 / 1.8331 eV

---

[4]
Here is AsF6H26O13 as an isolated structure from the OMol25 dataset. Energies are from ωB97M-V/def2-TZVPD.

Each line ends with the Mulliken charge.
Element x y z (Å)
1 As 12.91 -17.10 -1.08  2.06
2 F 12.79 -16.82 0.72  -0.51
3 F 11.30 -16.26 -1.44  -0.53
4 F 13.08 -17.39 -2.88  -0.51
5 F 14.52 -17.84 -0.86  -0.50
6 F 12.00 -18.66 -0.98  -0.51
7 F 13.86 -15.52 -1.22  -0.52
8 O 18.67 -16.44 -0.73  -0.64
9 H 19.00 -16.86 0.07  0.30
10 H 17.78 -16.18 -0.52  0.33
11 O 10.69 -15.50 5.46  -0.65
12 H 10.85 -15.14 4.59  0.33
13 H 9.82 -15.18 5.70  0.31
14 O 16.67 -14.09 -4.75  -0.64
15 H 16.30 -14.26 -3.88  0.33
16 H 16.05 -13.48 -5.16  0.31
17 O 8.00 -21.56 1.58  -0.64
18 H 8.84 -21.90 1.25  0.32
19 H 8.07 -21.62 2.53  0.32
20 O 16.17 -21.84 1.29  -0.64
21 H 16.89 -22.31 0.88  0.31
22 H 16.32 -20.93 1.06  0.33
23 O 7.01 -17.48 1.27  -0.65
24 H 7.73 -17.02 1.71  0.32
25 H 7.36 -18.34 1.07  0.33
26 O 9.57 -13.37 2.20  -0.62
27 H 9.58 -13.52 1.26  0.32
28 H 8.79 -12.83 2.34  0.31
29 O 7.35 -18.75 -3.25  -0.63
30 H 7.34 -19.71 -3.20  0.30
31 H 8.27 -18.52 -3.14  0.34
32 O 14.46 -18.80 -8.55  -0.64
33 H 13.72 -18.75 -7.95  0.32
34 H 14.67 -17.89 -8.76  0.32
35 O 12.71 -20.24 4.05  -0.65
36 H 13.08 -20.92 3.50  0.32
37 H 12.82 -19.43 3.54  0.33
38 O 17.48 -19.35 -4.36  -0.64
39 H 16.79 -19.33 -3.70  0.32
40 H 17.28 -20.12 -4.89  0.32
41 O 13.23 -21.85 -3.99  -0.64
42 H 12.62 -21.21 -4.36  0.32
43 H 13.04 -21.85 -3.05  0.33
44 O 5.72 -14.80 -3.07  -0.65
45 H 5.06 -15.00 -2.41  0.31
46 H 6.21 -15.62 -3.17  0.34

Values from the calculation:
* net charge: -1
* HOMO level: -9.12 eV
* energy relative to the best compared isomer or geometry (same formula, charge and spin): 72.54 kcal/mol
* lowest unoccupied orbital energy: 2.0681 eV

---

[5]
Here is an isolated ion of composition C20H31N2O2 and charge +1 from the OMol25 dataset. Energies are from ωB97M-V/def2-TZVPD.

Each line ends with the Mulliken charge.
Element x y z (Å)
1 C -4.10 -3.00 -1.12  -1.36
2 C -3.54 -1.59 -1.01  -0.30
3 C -2.05 -1.63 -0.63  -1.42
4 C -1.50 -0.26 -0.49  0.24
5 N -1.46 0.44 0.65  0.56
6 C -1.78 -0.05 1.97  -1.44
7 C -0.64 -0.84 2.64  0.42
8 O -0.61 -2.12 2.05  -0.58
9 C 0.73 -0.12 2.54  -1.17
10 O 1.15 0.12 1.23  -0.06
11 C 2.22 -0.66 0.70  -0.08
12 C 3.20 0.29 0.00  -0.61
13 C 4.37 -0.49 -0.60  -0.81
14 C 3.87 -1.55 -1.57  -0.60
15 C 2.88 -2.49 -0.88  -1.08
16 C 1.71 -1.70 -0.30  0.28
17 C -0.95 1.69 0.39  0.94
18 C -0.71 2.80 1.19  -1.02
19 C -0.18 3.92 0.58  -0.87
20 C 0.09 3.95 -0.79  -0.71
21 C -0.16 2.86 -1.60  -0.71
22 C -0.69 1.73 -0.99  0.58
23 N -1.05 0.50 -1.50  0.52
24 C -0.95 0.15 -2.89  -1.12
25 H -4.00 -3.53 -0.18  0.34
26 H -5.16 -2.96 -1.38  0.40
27 H -3.58 -3.56 -1.89  0.35
28 H -4.10 -1.03 -0.25  0.36
29 H -3.67 -1.07 -1.96  0.31
30 H -1.50 -2.17 -1.40  0.63
31 H -1.92 -2.17 0.31  0.33
32 H -2.66 -0.70 1.92  0.35
33 H -2.02 0.82 2.59  0.52
34 H -0.89 -0.92 3.71  0.57
35 H 0.03 -2.67 2.51  0.40
36 H 1.47 -0.71 3.09  0.59
37 H 0.64 0.85 3.05  0.36
38 H 2.74 -1.16 1.52  0.27
39 H 2.66 0.83 -0.78  0.17
40 H 3.56 1.03 0.72  0.35
41 H 5.04 0.20 -1.11  0.38
42 H 4.93 -0.97 0.21  0.35
43 H 4.71 -2.13 -1.95  0.37
44 H 3.38 -1.07 -2.42  0.29
45 H 2.51 -3.23 -1.58  0.37
46 H 3.39 -3.03 -0.07  0.40
47 H 1.00 -2.37 0.19  0.35
48 H 1.19 -1.18 -1.10  -0.35
49 H -0.91 2.79 2.25  0.42
50 H 0.03 4.79 1.17  0.44
51 H 0.50 4.85 -1.22  0.45
52 H 0.04 2.89 -2.66  0.49
53 H -1.14 -0.90 -3.04  0.39
54 H -1.66 0.74 -3.47  0.37
55 H 0.06 0.38 -3.25  0.40

Values from the calculation:
* net charge: +1
* HOMO level: -12.21 eV
* energy relative to the best compared isomer or geometry (same formula, charge and spin): 3.62 kcal/mol
* lowest unoccupied orbital energy: -2.5448 eV

---

[6]
Here is a 4-piece molecular cluster, C3H14NO4 overall from the OMol25 dataset. Energies are from ωB97M-V/def2-TZVPD.

Each line ends with the Mulliken charge.
Element x y z (Å)
1 C -1.13 0.54 -2.22  -0.66
2 C -0.21 -0.05 -1.12  -0.23
3 C -0.83 0.03 0.31  -0.92
4 O 0.17 -0.11 1.30  -0.84
5 N -1.10 -0.15 -3.52  -0.71
6 H -0.81 1.56 -2.43  0.32
7 H -2.13 0.68 -1.84  0.41
8 H 0.14 -1.07 -1.31  0.44
9 H 0.72 0.49 -1.06  0.23
10 H -1.50 -0.83 0.53  0.19
11 H -1.34 1.00 0.39  0.40
12 H -1.40 -1.10 -3.36  0.26
13 H -0.17 -0.18 -3.90  0.26
14 H 0.52 2.33 2.83  0.29
15 H 0.48 1.40 1.58  0.44
16 O 0.42 2.38 1.88  -0.74
17 H 0.52 -2.73 0.78  0.27
18 H 0.94 -1.25 0.85  0.35
19 O 1.27 -2.20 0.47  -0.75
20 H 2.42 -0.70 3.15  0.29
21 H 1.21 0.14 3.00  0.39
22 O 1.82 -0.18 3.70  -0.69

Values from the calculation:
* net charge: -1
* HOMO level: -4.68 eV
* energy relative to the best compared isomer or geometry (same formula, charge and spin): 17.47 kcal/mol
* lowest unoccupied orbital energy: 3.8816 eV

---

Energy / a.u.: -875.2314, -3092.3269, -3231.9611, -3828.8563, -1040.5129, -478.4453
Largest force on an atom / Eh/bohr: 0.0838, 0.0635, 0.0210, 0.0486, 0.0194, 0.0320